Entry from OMol25: a cluster of 2 separate species, CH9N2O in total in a non-equilibrium geometry (ωB97M-V/def2-TZVPD).

CARTESIAN COORDINATES (ANGSTROEM)
O (-1.44, 1.29, -1.84)
H (-2.35, 1.00, -1.91)
H (0.27, -0.99, -1.31)
H (-1.47, 2.24, -1.84)
N (0.85, -0.70, -0.52)
C (0.27, 0.05, 0.67)
N (0.19, -0.84, 1.76)
H (1.60, -0.23, -1.06)
H (1.20, -1.55, -0.06)
H (-0.75, 0.27, 0.36)
H (0.94, 0.89, 0.91)
H (1.08, -0.81, 2.29)
H (-0.41, -0.64, 2.55)

The calculation puts the total energy at -6203.84112 eV. The largest force on an atom comes out at 2.7 eV/A. For the LUMO energy, the calculation gives -3.450 eV. The value obtained for the energy above the lowest of the compared OMol25 structures with the same formula, charge and spin is 0.7771 eV. Its HOMO energy is -15.0 eV. The charge is +1. The spin multiplicity is 1.

Entry from OMol25: a cluster of 2 separate species, C2H4ClNS in total in a non-equilibrium geometry (ωB97M-V/def2-TZVPD).

CARTESIAN COORDINATES (ANGSTROEM)
C (-0.51, 1.30, 0.03)
C (0.00, -1.22, -0.05)
N (0.18, 0.24, 0.14)
S (-2.16, 1.21, -0.07)
Cl (2.40, 0.96, -0.03)
H (0.14, 2.27, 0.22)
H (-0.68, -1.56, 0.79)
H (-0.37, -1.55, -1.16)
H (1.01, -1.66, 0.13)

The calculation puts the total energy at -26982.94616 eV. The largest force on an atom comes out at 3.4 eV/A. For the LUMO energy (alpha / beta), the calculation gives -2.462 / -3.096 eV. The value obtained for the energy above the lowest of the compared OMol25 structures with the same formula, charge and spin is 3.6778 eV. Its HOMO energy (alpha / beta) is -9.8 / -9.1 eV. The spin multiplicity is 1.

Entry from OMol25: the ion C5H11N2O2 with charge +1 in a non-equilibrium geometry (ωB97M-V/def2-TZVPD).

CARTESIAN COORDINATES (ANGSTROEM)
C (-1.09, -3.73, -1.07)
O (-1.14, -2.40, -0.52)
C (-0.09, -1.79, -0.06)
O (1.03, -2.16, 0.02)
N (-0.44, -0.45, 0.25)
C (0.55, 0.45, 0.25)
N (0.46, 1.67, 0.58)
C (1.68, 2.42, 0.41)
C (-0.74, 2.54, 0.64)
H (-0.09, -3.96, -1.46)
H (-1.88, -3.75, -1.88)
H (-1.28, -4.49, -0.32)
H (-1.47, -0.33, 0.03)
H (1.50, 0.04, 0.39)
H (2.48, 1.94, 1.04)
H (2.07, 2.34, -0.59)
H (1.55, 3.47, 0.73)
H (-0.71, 3.28, 1.51)
H (-0.71, 2.94, -0.43)
H (-1.67, 1.95, 0.50)

The calculation puts the total energy at -12431.38074 eV. The largest force on an atom comes out at 3.2 eV/A. For the LUMO energy, the calculation gives -4.044 eV. The value obtained for the energy above the lowest of the compared OMol25 structures with the same formula, charge and spin is 0.8591 eV. The SMILES is COC(=O)/[NH+]=C/N(C)C. Its HOMO energy is -14.9 eV. The charge is +1. The spin multiplicity is 1.

Entry from OMol25: the molecule HO4PS3 in a non-equilibrium geometry (ωB97M-V/def2-TZVPD).

CARTESIAN COORDINATES (ANGSTROEM)
O (1.68, -0.06, 0.05)
O (0.06, 0.23, -1.79)
O (0.73, -2.08, -1.19)
O (-0.55, -0.49, 0.39)
P (-0.70, 0.87, 1.56)
S (-1.20, 0.09, 3.24)
S (-0.58, 2.67, 0.71)
S (0.61, -0.75, -0.57)
H (-0.05, -0.48, -2.41)

The calculation puts the total energy at -50000.12873 eV. The largest force on an atom comes out at 3.6 eV/A. For the LUMO energy, the calculation gives -2.003 eV. The value obtained for the energy above the lowest of the compared OMol25 structures with the same formula, charge and spin is 1.0241 eV. Its HOMO energy is -10.4 eV. The spin multiplicity is 1.

Entry from OMol25: the molecule C24H34N2O4 (ωB97M-V/def2-TZVPD).

CARTESIAN COORDINATES (ANGSTROEM)
C (4.13, 4.15, 0.40)
C (2.97, 3.31, 0.92)
C (1.64, 3.78, 0.32)
C (3.21, 1.82, 0.61)
N (3.03, 1.51, -0.79)
C (4.05, 1.04, -1.55)
O (5.19, 0.94, -1.14)
C (3.67, 0.67, -2.95)
C (4.45, -0.28, -3.60)
C (4.16, -0.67, -4.89)
C (3.08, -0.10, -5.55)
C (2.31, 0.86, -4.92)
C (2.60, 1.25, -3.62)
C (2.29, 0.95, 1.45)
O (1.83, 1.25, 2.52)
O (2.04, -0.22, 0.84)
C (0.94, -0.93, 1.36)
C (-0.33, -0.13, 0.99)
O (-0.25, 0.85, 0.27)
N (-1.47, -0.59, 1.51)
C (-1.63, -1.72, 2.40)
C (-3.15, -1.79, 2.62)
C (-3.51, -2.43, 3.95)
C (-3.53, -0.30, 2.53)
C (-2.74, 0.09, 1.29)
C (-3.45, -0.44, 0.04)
C (-3.65, -1.97, 0.05)
C (-2.46, -2.65, -0.64)
C (-4.90, -2.30, -0.78)
C (-3.86, -2.52, 1.47)
H (5.06, 3.87, 0.89)
H (3.94, 5.21, 0.59)
H (4.25, 4.01, -0.67)
H (2.91, 3.40, 2.01)
H (1.38, 4.76, 0.71)
H (1.72, 3.85, -0.76)
H (0.84, 3.09, 0.56)
H (4.25, 1.56, 0.85)
H (2.08, 1.42, -1.10)
H (5.29, -0.71, -3.06)
H (4.77, -1.41, -5.38)
H (2.85, -0.39, -6.57)
H (1.48, 1.32, -5.44)
H (2.00, 2.01, -3.15)
H (1.02, -1.04, 2.44)
H (0.94, -1.91, 0.88)
H (-1.23, -2.64, 1.98)
H (-1.12, -1.52, 3.35)
H (-4.59, -2.42, 4.10)
H (-3.17, -3.46, 3.98)
H (-3.05, -1.89, 4.77)
H (-4.60, -0.14, 2.42)
H (-3.17, 0.24, 3.41)
H (-2.56, 1.16, 1.19)
H (-2.88, -0.15, -0.84)
H (-4.42, 0.06, -0.01)
H (-2.44, -2.37, -1.70)
H (-2.55, -3.73, -0.58)
H (-1.51, -2.35, -0.21)
H (-4.79, -1.93, -1.80)
H (-5.05, -3.38, -0.83)
H (-5.79, -1.85, -0.35)
H (-3.57, -3.58, 1.49)
H (-4.93, -2.49, 1.70)

The calculation puts the total energy at -36612.52641 eV. The largest force on an atom comes out at 0.7 eV/A. For the LUMO energy, the calculation gives 0.496 eV. The value obtained for the energy above the lowest of the compared OMol25 structures with the same formula, charge and spin is 0.2367 eV. The SMILES is CC(C)[C@H](NC(=O)c1ccccc1)C(=O)OCC(=O)N1C[C@@]2(C)C[C@@H]1CC(C)(C)C2. Its HOMO energy is -9.3 eV. The spin multiplicity is 1.

Entry from OMol25: a structure of composition C26H24Cl3N3O5SiTc in a non-equilibrium geometry (ωB97M-V/def2-TZVPD).

CARTESIAN COORDINATES (ANGSTROEM)
Tc (-0.22, -0.49, 0.71)
O (-1.26, -2.08, 1.06)
C (-1.55, -3.09, 0.24)
C (-2.80, -3.70, 0.42)
C (-3.20, -4.75, -0.38)
C (-2.36, -5.24, -1.38)
C (-1.12, -4.67, -1.56)
C (-0.70, -3.58, -0.77)
C (0.63, -3.06, -0.96)
N (1.00, -1.98, -0.37)
N (2.33, -1.64, -0.44)
C (2.56, -0.69, 0.41)
O (1.62, -0.22, 1.22)
C (3.91, -0.11, 0.55)
C (4.91, -0.47, -0.35)
C (6.17, 0.08, -0.22)
C (6.44, 0.99, 0.79)
C (5.44, 1.35, 1.69)
C (4.18, 0.80, 1.57)
H (-3.43, -3.32, 1.21)
H (-4.17, -5.20, -0.22)
H (-2.67, -6.06, -2.00)
H (-0.45, -5.05, -2.31)
H (1.35, -3.60, -1.57)
H (4.69, -1.17, -1.14)
H (6.95, -0.19, -0.93)
H (7.43, 1.42, 0.89)
H (5.65, 2.06, 2.47)
H (3.38, 1.09, 2.24)
C (-1.88, 2.20, 2.36)
Si (-1.12, 0.52, 2.77)
C (0.24, 0.76, 4.05)
C (-2.47, -0.59, 3.49)
H (-2.39, 2.60, 3.24)
H (-2.61, 2.13, 1.55)
H (-1.11, 2.91, 2.06)
H (-0.09, 1.43, 4.84)
H (1.13, 1.18, 3.59)
H (0.52, -0.19, 4.51)
H (-2.72, -0.27, 4.51)
H (-2.16, -1.63, 3.52)
H (-3.38, -0.53, 2.89)
O (2.12, 3.94, -2.19)
C (0.94, 3.53, -2.68)
C (0.52, 4.06, -3.90)
C (-0.68, 3.66, -4.45)
C (-1.49, 2.72, -3.81)
C (-1.07, 2.20, -2.60)
C (0.14, 2.59, -2.02)
C (0.59, 2.02, -0.73)
O (1.66, 2.33, -0.22)
O (-0.27, 1.20, -0.16)
H (2.27, 3.45, -1.36)
H (1.15, 4.78, -4.40)
H (-1.00, 4.08, -5.40)
H (-2.43, 2.41, -4.25)
H (-1.67, 1.47, -2.08)
Cl (-5.07, -1.31, -2.30)
C (-4.96, -0.44, -0.76)
Cl (-5.79, -1.34, 0.53)
Cl (-5.64, 1.19, -0.91)
C (-3.55, -0.31, -0.40)
N (-2.44, -0.19, -0.15)

The calculation puts the total energy at -89703.07567 eV. The largest force on an atom comes out at 1.0 eV/A. For the LUMO energy (alpha / beta), the calculation gives -0.918 / -0.735 eV. The value obtained for the energy above the lowest of the compared OMol25 structures with the same formula, charge and spin is 0.5254 eV. Its HOMO energy (alpha / beta) is -7.9 / -8.1 eV. The spin multiplicity is 2.

Entry from OMol25: the molecule C3H4N2O3 in a non-equilibrium geometry (ωB97M-V/def2-TZVPD).

CARTESIAN COORDINATES (ANGSTROEM)
H (-0.22, 2.97, -0.81)
N (-0.26, 2.26, -0.05)
C (-0.25, 1.03, -0.40)
O (0.01, 0.46, -1.60)
C (0.29, -0.89, -1.40)
C (0.24, -1.13, -0.07)
O (0.47, -2.21, 0.74)
N (-0.37, 0.01, 0.49)
O (-0.23, 0.38, 1.83)
H (0.45, -1.51, -2.26)
H (0.38, -1.88, 1.63)
H (0.10, 1.32, 1.79)

The calculation puts the total energy at -12295.65396 eV. The largest force on an atom comes out at 1.9 eV/A. For the LUMO energy, the calculation gives 0.654 eV. The value obtained for the energy above the lowest of the compared OMol25 structures with the same formula, charge and spin is 3.3414 eV. The SMILES is [H]/N=c1\occ(O)n1O. Its HOMO energy is -8.4 eV. The spin multiplicity is 1.

Entry from OMol25: the molecule C21H17Cl2N3O4S in a non-equilibrium geometry (ωB97M-V/def2-TZVPD).

CARTESIAN COORDINATES (ANGSTROEM)
C (3.48, -1.66, -0.55)
C (2.38, -1.22, 0.40)
O (1.10, -1.57, -0.15)
C (0.26, -2.26, 0.62)
O (0.49, -2.61, 1.75)
C (-0.98, -2.61, -0.12)
C (-0.93, -3.25, -1.36)
N (-1.99, -3.71, -1.98)
C (-3.15, -3.56, -1.35)
S (-4.54, -4.25, -2.12)
C (-5.82, -3.83, -0.91)
N (-3.34, -2.92, -0.20)
C (-2.28, -2.42, 0.41)
O (-2.56, -1.74, 1.52)
C (-1.67, -0.78, 1.97)
C (-1.36, -0.72, 3.32)
C (-0.48, 0.24, 3.76)
C (0.10, 1.15, 2.89)
C (-0.24, 1.10, 1.54)
N (0.30, 1.98, 0.59)
C (1.38, 2.79, 0.70)
O (2.01, 2.97, 1.72)
C (1.72, 3.54, -0.56)
C (2.06, 4.88, -0.41)
C (2.42, 5.65, -1.49)
C (2.46, 5.09, -2.76)
C (2.16, 3.74, -2.92)
Cl (2.24, 3.04, -4.49)
C (1.78, 2.96, -1.83)
Cl (1.46, 1.28, -2.09)
C (-1.14, 0.15, 1.08)
H (4.44, -1.35, -0.15)
H (3.47, -2.74, -0.66)
H (3.34, -1.21, -1.53)
H (2.39, -0.14, 0.54)
H (2.47, -1.70, 1.38)
H (0.02, -3.40, -1.85)
H (-5.58, -4.29, 0.04)
H (-6.75, -4.22, -1.30)
H (-5.87, -2.75, -0.80)
H (-1.80, -1.45, 3.99)
H (-0.22, 0.28, 4.81)
H (0.81, 1.87, 3.24)
H (-0.11, 1.89, -0.34)
H (2.04, 5.29, 0.59)
H (2.67, 6.69, -1.36)
H (2.74, 5.67, -3.62)
H (-1.41, 0.11, 0.04)

The calculation puts the total energy at -70594.50344 eV. The largest force on an atom comes out at 1.1 eV/A. For the LUMO energy, the calculation gives 0.096 eV. The value obtained for the energy above the lowest of the compared OMol25 structures with the same formula, charge and spin is 0.1064 eV. The SMILES is CCOC(=O)c1cnc(SC)nc1Oc1cccc(NC(=O)c2cccc(Cl)c2Cl)c1. Its HOMO energy is -8.7 eV. The spin multiplicity is 1.